{
  "formula": "C29H28NO4S",
  "method": "the ωB97M-V functional and the def2-TZVPD basis",
  "symbols": ["C", "O", "C", "C", "C", "C", "C", "C", "C", "C", "C", "O", "C", "C", "C", "C", "C", "C", "C", "C", "C", "C", "H", "H", "H", "H", "H", "H", "H", "H", "H", "H", "H", "H", "H", "H", "H", "H", "H", "C", "S", "C", "C", "C", "C", "C", "C", "N", "O", "O", "C", "C", "H", "H", "H", "H", "H", "H", "H", "H", "H", "H", "H"],
  "xyz": [[5.3329, 4.3817, -0.6441], [5.3414, 3.0603, -1.1314], [4.1053, 2.4239, -1.1667], [4.0864, 1.0648, -1.5257], [2.9273, 0.3445, -1.5202], [1.6964, 0.9331, -1.1476], [0.5451, 0.1081, -1.1079], [-0.7549, 0.3534, -0.6021], [-1.7791, -0.5647, -0.9419], [-3.0757, -0.3485, -0.5793], [-3.4357, 0.7839, 0.1637], [-4.8080, 1.0288, 0.4318], [-5.5386, 1.8524, -0.4696], [-6.4824, 1.3000, -1.3387], [-7.1675, 2.0930, -2.2305], [-6.9348, 3.4544, -2.2695], [-6.0039, 4.0177, -1.4172], [-5.3107, 3.2275, -0.5298], [-2.4196, 1.6568, 0.5859], [-1.1166, 1.4479, 0.2216], [1.7091, 2.3206, -0.8760], [2.8757, 3.0355, -0.8751], [6.3571, 4.7536, -0.6554], [4.7225, 5.0166, -1.2864], [4.9628, 4.3975, 0.3819], [5.0182, 0.5985, -1.7921], [2.9471, -0.7006, -1.7772], [0.6827, -0.8728, -1.5331], [-1.5304, -1.4291, -1.5312], [-3.8552, -1.0281, -0.8768], [-6.6478, 0.2379, -1.3105], [-7.8793, 1.6498, -2.9086], [-7.4628, 4.0732, -2.9762], [-5.8114, 5.0776, -1.4547], [-4.5818, 3.6570, 0.1335], [-2.6899, 2.4967, 1.2020], [-0.3546, 2.1028, 0.6024], [0.7788, 2.8339, -0.7237], [2.8523, 4.0875, -0.6561], [2.8006, -5.3005, -0.1072], [2.6104, -3.5942, -0.7172], [1.7107, -4.0290, -2.2247], [1.1529, -3.1738, 0.2441], [1.2204, -2.7099, 1.5459], [0.0382, -2.4431, 2.2876], [0.1111, -2.0106, 3.5811], [1.3457, -1.8136, 4.1940], [1.4124, -1.3663, 5.5682], [2.5335, -1.1836, 6.0768], [0.3477, -1.1841, 6.1868], [2.5176, -2.0554, 3.4837], [2.4658, -2.4917, 2.1924], [3.1995, -5.2931, 0.9034], [1.8446, -5.8162, -0.0905], [3.4875, -5.8573, -0.7383], [1.3403, -3.1246, -2.6993], [2.3712, -4.5364, -2.9213], [0.8649, -4.6759, -2.0076], [0.1899, -3.2997, -0.2158], [-0.9191, -2.5929, 1.8206], [-0.7828, -1.8117, 4.1484], [3.4616, -1.8903, 3.9751], [3.3750, -2.6732, 1.6459]],
  "forces_ev_per_a": [[0.082, 0.752, 0.241], [-2.325, -1.878, -0.342], [1.366, 0.360, 0.087], [0.570, 0.061, -0.059], [-0.005, 0.223, 0.079], [-0.461, -0.135, -0.002], [0.234, 0.558, 0.225], [-0.132, 0.024, 0.127], [0.536, 0.246, 0.073], [-0.892, 0.192, 0.305], [-1.124, 0.542, -0.640], [1.545, -0.224, -0.342], [0.153, 0.463, -0.762], [0.812, -0.595, 0.871], [-0.139, 0.244, -0.115], [-0.031, 0.105, -0.155], [-0.156, 0.131, -0.210], [0.419, -0.823, 0.661], [-0.829, 0.027, 0.191], [0.172, -0.350, -0.155], [0.071, -0.253, -0.079], [0.333, 0.514, 0.113], [-0.089, -0.225, -0.071], [0.011, 0.124, 0.054], [-0.031, 0.121, 0.006], [0.214, -0.097, -0.041], [0.048, -0.228, -0.036], [0.011, -0.280, -0.103], [0.072, -0.226, -0.160], [-0.139, -0.149, -0.069], [-0.090, -0.284, 0.025], [-0.092, -0.096, -0.020], [-0.098, 0.088, -0.073], [0.028, 0.136, 0.044], [0.160, 0.193, 0.174], [0.000, 0.144, 0.148], [0.008, 0.089, 0.153], [-0.056, 0.212, 0.025], [-0.120, 0.179, 0.022], [0.785, -0.516, -0.255], [-2.922, -0.959, 1.287], [0.205, 0.108, -0.422], [0.721, 0.474, -1.630], [0.677, 0.421, 0.771], [0.474, -0.038, -0.246], [-0.058, 0.185, 0.442], [0.027, -0.056, -0.132], [0.075, 0.475, 1.553], [-1.506, -0.268, -0.812], [1.432, -0.266, -1.005], [0.154, 0.239, 0.591], [-0.638, -0.068, -0.122], [0.028, 0.329, 0.050], [-0.220, 0.372, -0.115], [0.233, -0.010, -0.122], [0.092, 0.157, 0.069], [0.192, -0.006, 0.047], [0.073, 0.001, 0.329], [0.048, -0.385, -0.521], [-0.259, -0.067, -0.093], [-0.124, 0.006, 0.086], [0.132, 0.015, 0.089], [0.346, -0.027, -0.030]],
  "lowdin_charge": [-0.068, -0.043, -0.185, 0.032, 0.009, -0.180, 0.119, -0.180, 0.008, 0.031, -0.160, 0.011, -0.220, -0.011, -0.074, -0.078, -0.074, -0.018, 0.033, 0.018, 0.019, 0.018, 0.106, 0.099, 0.106, 0.131, 0.103, 0.097, 0.121, 0.131, 0.116, 0.111, 0.108, 0.110, 0.107, 0.127, 0.110, 0.110, 0.113, -0.255, 1.018, -0.272, -0.367, -0.342, -0.043, -0.007, -0.173, -0.335, 0.043, 0.044, -0.007, -0.066, 0.061, 0.070, 0.056, 0.047, 0.063, 0.067, 0.059, 0.104, 0.118, 0.119, 0.083],
  "homo_lumo_gap_ev": 3.77,
  "e_homo_ha": -0.3376,
  "mol_weight_g_mol": 486.613,
  "max_force_ev_per_a": 3.33,
  "total_charge": 1
}

---

{
  "formula": "C29H29AsN7O7Sr",
  "method": "the ωB97M-V functional and the def2-TZVPD basis",
  "symbols": ["Sr", "O", "C", "C", "C", "C", "C", "C", "C", "O", "N", "N", "C", "C", "C", "C", "C", "C", "N", "H", "H", "H", "H", "H", "H", "H", "H", "H", "H", "O", "C", "O", "C", "C", "C", "C", "C", "C", "N", "O", "O", "H", "H", "H", "H", "O", "N", "C", "C", "N", "C", "N", "C", "C", "As", "C", "C", "C", "C", "H", "H", "H", "H", "H", "H", "H", "H", "H", "H", "H", "H", "H", "H", "H"],
  "xyz": [[-0.5306, 1.1624, -1.6155], [-0.5732, -4.9676, -1.6889], [0.5486, -4.3840, -2.1342], [1.6806, -5.1914, -2.2731], [2.8743, -4.6609, -2.7179], [2.9684, -3.3102, -3.0458], [1.8487, -2.5145, -2.9160], [0.6306, -3.0183, -2.4576], [-0.5138, -2.0833, -2.3273], [-0.3630, -0.8540, -2.6932], [-1.6408, -2.6665, -1.8996], [-2.7385, -1.8092, -1.8112], [-2.3704, -0.7496, -1.2139], [-3.1254, 0.5031, -1.2738], [-4.2840, 0.7807, -2.0223], [-4.7822, 2.0437, -2.1629], [-4.1108, 3.1087, -1.5749], [-3.0435, 2.8397, -0.7530], [-2.6606, 1.5780, -0.5067], [-1.2726, -4.2587, -1.6778], [1.5874, -6.2395, -2.0210], [3.7423, -5.3029, -2.8061], [3.9020, -2.8884, -3.3948], [1.8859, -1.4668, -3.1619], [-1.4831, -0.7979, -0.5718], [-4.7993, -0.0656, -2.4660], [-5.6904, 2.2103, -2.7250], [-4.4214, 4.1289, -1.7609], [-2.5132, 3.6028, -0.1888], [1.3011, -0.9082, 2.1210], [1.5810, -0.4970, 0.9976], [0.8013, 0.1308, 0.2124], [3.0084, -0.6741, 0.5035], [3.3699, -0.3303, -0.7922], [4.6878, -0.4136, -1.2174], [5.6687, -0.8506, -0.3435], [5.2883, -1.2043, 0.9408], [3.9814, -1.1232, 1.3833], [6.3274, -1.6707, 1.8753], [5.9905, -1.9673, 3.0043], [7.4741, -1.7354, 1.4670], [2.5952, 0.0025, -1.4705], [4.9565, -0.1249, -2.2252], [6.7058, -0.9162, -0.6348], [3.7034, -1.4019, 2.3884], [0.5081, 3.2774, -0.5746], [1.6948, 3.1013, -1.0217], [1.9650, 3.7251, -2.1588], [1.0079, 4.5795, -2.7937], [0.2116, 5.2006, -3.3472], [3.3296, 3.6840, -2.5855], [4.4256, 3.6392, -2.9324], [-0.7302, 3.3060, 3.1786], [-0.4972, 1.8048, 3.0410], [-1.8107, 0.9321, 1.8345], [-3.4717, 1.6663, 2.6147], [-3.6115, 1.5210, 4.1278], [-2.0433, -0.9484, 2.4011], [-3.4488, -1.4723, 2.1088], [-0.4129, 3.6543, 4.1635], [-1.7758, 3.5931, 3.0599], [-0.1563, 3.8534, 2.4298], [-0.5731, 1.2957, 4.0060], [0.4787, 1.5538, 2.6347], [-4.2924, 1.1670, 2.0947], [-3.5357, 2.7151, 2.3158], [-3.3852, 0.5053, 4.4569], [-4.6300, 1.7535, 4.4532], [-2.9351, 2.1954, 4.6545], [-1.8236, -0.9698, 3.4722], [-1.2421, -1.5168, 1.9329], [-3.9169, -0.9746, 1.2573], [-4.1082, -1.3525, 2.9689], [-3.4130, -2.5340, 1.8593]],
  "forces_ev_per_a": [[2.472, 0.694, 1.095], [0.077, -0.132, -0.036], [-0.063, -0.121, 0.089], [0.028, 0.023, -0.034], [-0.017, 0.023, 0.007], [-0.005, -0.020, -0.038], [-0.011, -0.120, 0.035], [0.142, 0.132, -0.133], [-0.058, -0.154, -0.327], [-0.004, -1.243, -0.118], [-0.388, 0.563, -0.081], [1.106, -0.273, -0.769], [-1.135, 0.436, 1.194], [-1.866, 2.993, 1.393], [0.191, -2.168, -0.004], [-0.004, 0.606, 0.205], [-0.380, 0.587, -0.272], [-0.599, -0.997, 0.665], [0.266, -0.858, -3.643], [-0.002, 0.026, 0.001], [0.002, 0.002, 0.026], [0.001, 0.000, -0.007], [-0.008, -0.011, 0.033], [0.034, 0.127, -0.063], [-0.097, 0.247, 0.014], [0.095, 0.089, -0.237], [0.036, 0.000, -0.097], [0.004, -0.003, 0.042], [0.035, 0.032, -0.095], [-0.042, -0.141, 0.091], [-0.043, 0.207, 0.056], [-0.469, 0.004, -0.843], [0.026, 0.118, -0.081], [-0.029, 0.005, -0.019], [0.053, -0.025, 0.011], [-0.015, 0.012, -0.033], [0.009, 0.000, 0.036], [0.015, -0.087, -0.008], [0.008, -0.011, 0.013], [0.015, 0.004, -0.025], [-0.020, -0.003, 0.008], [0.062, 0.067, 0.071], [-0.010, 0.000, 0.000], [0.002, -0.008, 0.003], [0.006, 0.023, 0.017], [-0.090, -0.385, -0.295], [-0.421, 0.303, 0.011], [0.436, 0.134, 0.419], [-0.006, -0.153, -0.222], [-0.020, 0.017, 0.062], [-0.088, -0.074, -0.253], [-0.001, 0.025, -0.027], [0.215, 0.046, -0.131], [-0.481, -0.835, 0.558], [0.861, 0.032, 0.897], [-0.018, -0.122, 0.187], [-0.176, 0.075, -0.077], [0.266, 0.453, 0.872], [0.207, -0.207, -0.107], [0.047, 0.055, -0.028], [-0.007, -0.003, 0.049], [-0.037, 0.018, -0.033], [0.100, 0.122, 0.098], [0.017, 0.079, -0.041], [-0.027, -0.044, 0.033], [-0.018, 0.011, 0.020], [0.000, -0.009, -0.017], [0.024, 0.014, 0.059], [0.041, -0.026, -0.009], [-0.057, -0.271, 0.023], [-0.061, 0.035, -0.161], [-0.027, 0.030, -0.056], [-0.040, 0.071, -0.038], [-0.057, -0.035, 0.064]],
  "lowdin_charge": [1.591, 0.043, -0.273, -0.022, -0.088, -0.096, -0.039, -0.072, -0.419, -0.280, 0.032, 0.095, -0.255, -0.296, -0.012, -0.061, -0.051, -0.161, -0.213, 0.056, 0.112, 0.099, 0.095, 0.100, 0.081, 0.119, 0.111, 0.109, 0.125, 0.021, -0.626, -0.222, -0.095, -0.019, -0.055, -0.007, -0.139, 0.067, -0.356, 0.070, 0.052, 0.094, 0.108, 0.113, 0.127, -0.295, -0.076, -0.343, -0.212, 0.146, -0.208, 0.135, -0.175, -0.403, 1.266, -0.439, -0.169, -0.410, -0.178, 0.065, 0.035, 0.061, 0.059, 0.044, 0.048, 0.042, 0.054, 0.063, 0.058, 0.057, 0.045, 0.041, 0.060, 0.068],
  "homo_lumo_gap_ev": 5.67,
  "e_homo_ha": -0.1725,
  "mol_weight_g_mol": 750.135,
  "max_force_ev_per_a": 3.79,
  "total_charge": -1
}